{
  "formula": "C35H56Cl32N2O9P",
  "method": "ωB97M-V with the def2-TZVPD basis set",
  "elements": ["C", "C", "O", "C", "C", "O", "C", "C", "O", "C", "C", "P", "N", "O", "O", "C", "C", "O", "N", "Cl", "C", "C", "C", "C", "C", "C", "C", "C", "C", "C", "C", "Cl", "C", "C", "O", "O", "C", "C", "O", "H", "H", "H", "H", "H", "H", "H", "H", "H", "H", "H", "H", "H", "H", "H", "H", "H", "H", "H", "H", "H", "H", "H", "H", "H", "H", "H", "H", "H", "H", "H", "H", "H", "H", "H", "H", "H", "H", "H", "H", "H", "H", "H", "H", "H", "H", "C", "Cl", "Cl", "Cl", "H", "C", "Cl", "Cl", "Cl", "H", "C", "Cl", "Cl", "Cl", "H", "C", "Cl", "Cl", "Cl", "H", "C", "Cl", "Cl", "Cl", "H", "C", "Cl", "Cl", "Cl", "H", "C", "Cl", "Cl", "Cl", "H", "C", "Cl", "Cl", "Cl", "H", "C", "Cl", "Cl", "Cl", "H", "C", "Cl", "Cl", "Cl", "H"],
  "coordinates": [[-6.6932, 1.6289, 0.4352], [-6.7964, 0.3302, -0.4955], [-7.2727, -0.7615, 0.3326], [-7.2154, -2.0146, -0.3852], [-6.9380, -3.2211, 0.6489], [-5.6535, -3.1225, 1.3019], [-4.5865, -3.6177, 0.4243], [-3.7937, -2.3498, -0.2215], [-2.3659, -2.4952, -0.0267], [-1.7062, -3.1743, -1.1184], [-0.5193, -2.3213, -1.8122], [-1.2097, -0.6558, -2.4025], [-2.3307, -1.0029, -3.5159], [-0.0785, 0.3632, -3.1545], [-2.0543, 0.2191, -1.2024], [-0.3669, -3.1252, -3.2394], [0.5181, -4.3848, -2.7512], [1.0759, -4.9028, -3.9956], [1.6034, -3.6691, -1.9475], [2.6854, -3.1606, -3.2602], [2.5804, -4.5190, -1.1206], [1.9377, -5.8350, -0.4712], [2.5807, -6.2642, 0.9407], [3.7084, -7.3805, 0.6337], [1.4595, -6.8395, 1.9788], [1.7569, -6.1110, 3.4096], [3.1624, -6.5966, 3.9809], [4.3400, -5.8229, 4.0939], [5.5492, -6.4565, 4.9763], [4.6090, -4.4020, 3.4198], [0.9898, -2.4449, -1.2663], [0.7623, -2.8015, 0.5535], [1.9599, -1.1775, -1.2523], [1.5905, -0.0942, -0.1521], [2.1921, -0.0665, 0.9572], [0.6213, 0.9192, -0.3751], [0.0371, 1.3926, 0.8432], [0.0695, 2.9838, 1.0995], [-0.5336, 0.6869, 1.6948], [-7.5585, 2.3613, 0.2631], [-5.7101, 2.2185, 0.3047], [-6.7623, 1.3198, 1.5435], [-7.5103, 0.5152, -1.3750], [-5.7469, 0.0760, -0.8924], [-6.4559, -1.9836, -1.2517], [-8.2375, -2.2486, -0.8745], [-7.7512, -3.1280, 1.4566], [-7.1134, -4.2172, 0.1124], [-4.9775, -4.2728, -0.4246], [-3.8897, -4.2182, 1.1243], [-4.1148, -1.4448, 0.4253], [-4.1175, -2.1040, -1.2887], [-2.5022, -3.4201, -1.9158], [-1.3609, -4.1935, -0.7107], [-2.0628, -0.5603, -4.4096], [-0.1020, 0.2856, -4.1332], [-1.7401, -0.0308, -0.3010], [-1.3424, -3.4654, -3.7231], [0.0800, -2.3755, -3.9810], [-0.1358, -5.1558, -2.2296], [0.2956, -5.1729, -4.5449], [3.1897, -3.8816, -0.3767], [3.3597, -4.8917, -1.8867], [0.8189, -5.6297, -0.2713], [2.0332, -6.6916, -1.2265], [3.0328, -5.3442, 1.4403], [4.4544, -7.3359, 1.5005], [3.2954, -8.4504, 0.6107], [4.1705, -7.1175, -0.3769], [1.5412, -7.9753, 2.0966], [0.3907, -6.6246, 1.6290], [0.8721, -6.2937, 4.1191], [1.7802, -4.9831, 3.1823], [3.2159, -7.6919, 4.3395], [6.5131, -5.8806, 4.7631], [5.6284, -7.5501, 4.6351], [5.2469, -6.3854, 6.0770], [5.4918, -3.8301, 3.8804], [4.9254, -4.6144, 2.3250], [3.6709, -3.7538, 3.3663], [3.0124, -1.5705, -0.9800], [2.0847, -0.6349, -2.2476], [1.0255, 3.3346, 1.6091], [0.0405, 3.4771, 0.0533], [-0.8912, 3.3501, 1.6218], [-4.5533, 4.0283, -1.8840], [-5.5693, 4.3933, -0.4784], [-3.5011, 5.4015, -2.2570], [-3.6014, 2.5644, -1.5948], [-5.1986, 3.8479, -2.7426], [-6.1628, 0.3336, -4.4934], [-7.6191, 1.1546, -3.9144], [-4.7127, 1.0147, -3.7380], [-6.2649, -1.4077, -4.1910], [-6.0925, 0.4895, -5.5682], [1.2068, 7.0563, 1.9438], [2.7880, 6.6128, 1.2836], [-0.0885, 6.4949, 0.8697], [1.0171, 6.3899, 3.5726], [1.1542, 8.1419, 2.0073], [4.6483, 9.3385, -0.6693], [6.0463, 9.7814, 0.3188], [3.2314, 10.2919, -0.2049], [5.0061, 9.5568, -2.3892], [4.4253, 8.2875, -0.4966], [7.6884, 9.2880, -5.5953], [9.3878, 9.0094, -5.1907], [7.4796, 10.8769, -6.3449], [7.0858, 8.0119, -6.6632], [7.1091, 9.2653, -4.6740], [6.1063, 9.8085, 4.6633], [5.0209, 8.6959, 3.8169], [7.6184, 8.9958, 5.0905], [6.4274, 11.2390, 3.6729], [5.6191, 10.1302, 5.5816], [-3.4949, 7.2146, 2.6003], [-1.8082, 6.9449, 3.0623], [-3.6780, 8.8045, 1.8452], [-4.0649, 5.9375, 1.5108], [-4.1068, 7.1903, 3.5001], [-3.7198, -2.4172, 3.5639], [-4.8364, -2.1508, 4.9095], [-2.6816, -1.0036, 3.3263], [-2.7421, -3.8670, 3.8442], [-4.3054, -2.5692, 2.6581], [-1.9837, -8.0044, -0.3487], [-0.4677, -8.8862, -0.5785], [-1.6681, -6.2769, -0.1067], [-3.0616, -8.2497, -1.7283], [-2.4740, -8.3909, 0.5431], [6.6098, 13.4219, -1.7993], [7.2397, 12.4553, -3.1408], [7.0064, 12.6648, -0.2501], [7.2467, 15.0711, -1.8685], [5.5263, 13.4691, -1.8899]],
  "e_lumo_ev": -4.3352,
  "total_charge": 1,
  "gap_ha": 0.2310
}